#a
Molecular formula: C10H16O
Method: DFT, wB97M-V/def2-TZVPD

Computed properties:
HOMO level (spin up / spin down), eV: -14.26 / -14.71
Frontier orbital gap (spin up / spin down), eV: 10.09 / 6.97
Total charge: +1
Spin multiplicity: 2
Lowest unoccupied orbital energy (spin up / spin down), eV: -4.17 / -7.74

Last column: natural (NBO) charge in e.
Cartesian coordinates (Å):
C -0.41 1.25 -1.42  -0.3980
C -1.69 1.97 -0.97  -0.6237
C 0.82 2.15 -1.62  -0.5991
H -0.13 0.56 -0.63  0.1663
H -0.54 0.68 -2.35  0.1886
H -2.58 1.72 -1.55  0.2175
H 0.96 2.74 -0.71  0.2061
H -1.53 3.04 -0.93  0.2302
H -1.95 1.59 0.02  0.1950
H 1.68 1.51 -1.81  0.2068
H 0.74 2.82 -2.47  0.2229
C 2.00 -0.66 2.53  -0.6873
C -0.98 -1.66 -0.30  0.4991
C 0.37 -2.06 -0.54  -0.1945
C -1.38 -1.14 0.97  -0.1945
C 1.34 -1.72 0.34  -0.1934
C -0.39 -0.79 1.83  -0.1911
C 0.98 -1.00 1.52  0.2295
O -1.92 -1.95 -1.20  -0.6481
H 0.55 -2.80 -1.31  0.2650
H -1.99 -1.29 -1.91  0.5361
H -2.44 -1.04 1.13  0.2652
H 2.38 -1.96 0.22  0.2534
H -0.70 -0.34 2.77  0.2537
H 1.82 -1.17 3.48  0.2757
H 1.97 0.42 2.76  0.2725
H 3.02 -0.86 2.19  0.2462



#b
Molecular formula: C10H16O
Method: DFT, wB97M-V/def2-TZVPD

Computed properties:
HOMO level (spin up / spin down), eV: -13.55 / -13.55
Frontier orbital gap (spin up / spin down), eV: 9.33 / 5.62
Total charge: +1
Spin multiplicity: 2
Lowest unoccupied orbital energy (spin up / spin down), eV: -4.22 / -7.94

Last column: natural (NBO) charge in e.
Cartesian coordinates (Å):
C -0.37 -1.37 -2.98  -0.6665
C 0.27 -1.42 -1.62  0.0991
C 0.21 -2.55 -0.76  -0.0713
C 1.16 -0.47 -1.30  -0.2181
C 0.68 -2.53 0.60  -0.2822
C 1.79 -0.36 -0.01  -0.0975
C 1.46 -1.41 0.86  0.4157
O 1.93 -1.36 2.18  -0.5446
H 0.34 -1.44 -3.74  0.2633
H -1.01 -0.49 -3.23  0.2726
H -0.25 -3.49 -1.08  0.2498
H 1.05 0.63 -1.85  0.2619
H 0.63 -3.36 1.25  0.2569
H 2.40 0.56 0.24  0.2957
H 1.58 -2.09 2.65  0.4960
H -1.10 -2.28 -3.17  0.2435
C -1.15 2.41 1.55  -0.4103
C -1.88 2.30 0.24  -0.6320
C 0.19 1.63 1.58  -0.6072
H -1.03 3.52 1.78  0.2162
H -1.94 2.07 2.27  0.2083
H -2.98 2.16 0.55  0.2283
H 0.01 0.73 0.94  0.1728
H 0.94 2.27 1.09  0.2070
H -1.41 1.64 -0.50  0.1892
H -1.98 3.32 -0.16  0.2239
H 0.46 1.40 2.60  0.2295



The structure with the greatest stability is #a.



#a
Molecular formula: C3H5NS
Method: DFT, wB97M-V/def2-TZVPD

Computed properties:
HOMO level, eV: -8.41
Frontier orbital gap, eV: 8.67
Lowest unoccupied orbital energy, eV: 0.26

Last column: natural (NBO) charge in e.
Cartesian coordinates (Å):
C -1.12 0.21 -0.22  0.0520
C 0.16 1.12 -0.04  -0.4620
C 0.98 -0.39 0.30  -0.2495
H 0.11 2.14 0.52  0.2556
H 0.29 1.31 -1.35  0.2450
H 2.20 -0.53 -0.14  0.2430
H 0.85 -1.03 1.70  0.2010
H -0.43 -1.87 -0.40  0.4041
N -0.35 -0.90 -0.47  -0.6250
S -2.68 -0.06 0.10  -0.0640



#b
Molecular formula: C3H5NS
Method: DFT, wB97M-V/def2-TZVPD

Computed properties:
HOMO level, eV: -9.09
Frontier orbital gap, eV: 9.71
Structure (SMILES): C#CCNS
Lowest unoccupied orbital energy, eV: 0.62

Last column: natural (NBO) charge in e.
Cartesian coordinates (Å):
C -0.56 1.59 -1.14  -0.2231
C -0.22 0.45 -1.05  -0.0524
C 0.39 -0.72 -0.58  -0.3159
N 0.98 -0.23 1.09  -0.6995
S -0.13 -0.94 2.23  0.1523
H -1.08 2.39 -1.62  0.2409
H 1.26 -1.10 -1.09  0.2346
H -0.22 -1.65 -0.51  0.2346
H 0.83 0.71 1.01  0.3449
H -1.27 -0.50 1.64  0.0836



The structure with the greatest stability is #b.



#a
Molecular formula: C4H12BN2
Method: DFT, wB97M-V/def2-TZVPD

Computed properties:
HOMO level, eV: -13.12
Frontier orbital gap, eV: 9.91
Total charge: +1
Lowest unoccupied orbital energy, eV: -3.20

Last column: natural (NBO) charge in e.
Cartesian coordinates (Å):
B 0.48 -0.30 0.02  0.8316
C -1.33 -1.41 -0.34  -0.6170
C -0.25 1.04 0.35  -0.5776
C -2.13 -0.40 0.33  -0.2340
C 3.06 0.10 -0.05  -0.3877
N 1.79 -0.66 -0.12  -0.8417
N -1.68 1.03 -0.10  -0.4965
H -1.46 -1.61 -1.44  0.2373
H -1.12 -2.24 0.21  0.2405
H -0.40 1.07 1.45  0.2504
H 0.23 1.83 -0.05  0.2406
H -3.16 -0.39 0.19  0.2193
H -1.96 -0.41 1.44  0.2182
H 3.80 -0.50 0.28  0.2161
H 3.37 0.37 -1.16  0.2039
H 2.82 1.08 0.47  0.2094
H 2.03 -1.41 -0.69  0.4162
H -2.28 1.71 0.35  0.4356
H -1.81 1.10 -1.14  0.4356



#b
Molecular formula: C4H12BN2
Method: DFT, wB97M-V/def2-TZVPD

Computed properties:
HOMO level, eV: -14.07
Frontier orbital gap, eV: 10.72
Total charge: +1
Structure (SMILES): CNB1CC[NH2+]C1
Lowest unoccupied orbital energy, eV: -3.35

Last column: natural (NBO) charge in e.
Cartesian coordinates (Å):
C 2.90 0.20 0.21  -0.4174
N 1.72 -0.63 0.13  -0.8069
B 0.42 -0.31 -0.15  0.7818
C -0.96 -1.39 -0.29  -0.6877
C -2.00 -0.47 0.38  -0.2484
N -1.75 0.91 -0.09  -0.5166
C -0.24 1.10 -0.16  -0.5615
H 2.64 1.21 -0.12  0.2005
H 3.51 0.25 1.06  0.2259
H 3.51 0.05 -0.72  0.2167
H 1.87 -1.68 0.07  0.4198
H -1.24 -1.64 -1.30  0.2420
H -0.76 -2.31 0.23  0.2607
H -3.01 -0.93 0.11  0.2515
H -1.99 -0.36 1.56  0.2319
H -2.22 1.56 0.57  0.4395
H -2.39 1.16 -0.90  0.4448
H 0.04 1.90 0.57  0.2643
H -0.06 1.39 -1.18  0.2593



The structure with the greatest stability is #b.



#a
Molecular formula: C27H32N4O5S
Method: DFT, wB97M-V/def2-TZVPD

Computed properties:
HOMO level, eV: -8.56
Frontier orbital gap, eV: 9.17
Structure (SMILES): CCOc1ccc(N(CC(=O)NC2CCCCC2)C(=O)CSc2nnc(COc3ccccc3)o2)cc1
Lowest unoccupied orbital energy, eV: 0.61

Last column: natural (NBO) charge in e.
Cartesian coordinates (Å):
C 3.91 -1.66 3.84  -0.6389
C 4.13 -1.61 2.33  -0.0673
O 4.05 -0.29 1.81  -0.5082
C 2.83 0.31 1.70  0.2960
C 2.86 1.66 1.34  -0.2561
C 1.69 2.37 1.14  -0.2231
C 0.47 1.73 1.30  0.1703
N -0.75 2.45 1.13  -0.4592
C -1.54 2.67 2.34  -0.3066
C -2.59 1.57 2.52  0.6675
O -2.46 0.68 3.35  -0.6389
N -3.62 1.68 1.67  -0.6212
C -4.66 0.68 1.54  -0.0596
C -6.03 1.34 1.57  -0.3997
C -7.13 0.30 1.41  -0.3960
C -6.95 -0.48 0.11  -0.3961
C -5.58 -1.14 0.07  -0.3972
C -4.48 -0.10 0.23  -0.4026
C -1.26 2.84 -0.05  0.6852
O -2.33 3.42 -0.14  -0.6516
C -0.46 2.53 -1.31  -0.6198
S -0.14 0.74 -1.52  0.3138
C 1.57 0.80 -1.60  0.2986
N 2.32 1.84 -1.81  -0.3460
N 3.60 1.41 -1.78  -0.2885
C 3.57 0.14 -1.56  0.4373
C 4.74 -0.77 -1.40  -0.1300
O 4.46 -2.10 -1.76  -0.4817
C 4.12 -2.37 -3.06  0.2896
C 4.09 -1.43 -4.08  -0.2720
C 3.73 -1.82 -5.36  -0.1991
C 3.42 -3.14 -5.63  -0.2409
C 3.46 -4.08 -4.61  -0.1869
C 3.81 -3.70 -3.33  -0.2567
O 2.30 -0.33 -1.44  -0.4124
C 0.43 0.40 1.69  -0.2230
C 1.60 -0.31 1.88  -0.2561
H 4.04 -2.68 4.19  0.2183
H 4.62 -1.01 4.34  0.2171
H 2.90 -1.33 4.10  0.2164
H 5.16 -1.92 2.10  0.1947
H 3.45 -2.28 1.80  0.1754
H 3.82 2.14 1.20  0.2350
H 1.73 3.41 0.86  0.2277
H -0.86 2.67 3.19  0.2334
H -2.03 3.64 2.25  0.2351
H -3.59 2.42 0.98  0.4296
H -4.55 0.00 2.39  0.2254
H -6.16 1.88 2.51  0.2152
H -6.10 2.07 0.76  0.1938
H -8.11 0.78 1.42  0.2092
H -7.09 -0.40 2.25  0.1963
H -7.73 -1.23 0.01  0.2079
H -7.04 0.21 -0.74  0.1931
H -5.45 -1.68 -0.87  0.2090
H -5.51 -1.87 0.89  0.1965
H -3.50 -0.58 0.22  0.2115
H -4.51 0.60 -0.61  0.1951
H -1.04 2.87 -2.16  0.2592
H 0.52 3.01 -1.31  0.2895
H 5.58 -0.35 -1.96  0.2107
H 5.01 -0.80 -0.34  0.2375
H 4.33 -0.39 -3.90  0.2182
H 3.70 -1.08 -6.15  0.2158
H 3.14 -3.44 -6.63  0.2147
H 3.21 -5.11 -4.81  0.2152
H 3.85 -4.41 -2.53  0.2236
H -0.52 -0.09 1.84  0.2410
H 1.53 -1.35 2.16  0.2163



#b
Molecular formula: C27H32N4O5S
Method: DFT, wB97M-V/def2-TZVPD

Computed properties:
HOMO level, eV: -8.28
Frontier orbital gap, eV: 8.10
Structure (SMILES): C[C@H](NC(=O)CCC(=O)c1cccs1)c1cccnc1.CNC(=O)[C@H](Cc1ccc(O)cc1)NC(C)=O
Lowest unoccupied orbital energy, eV: -0.18

Last column: natural (NBO) charge in e.
Cartesian coordinates (Å):
C -1.81 -4.61 0.59  -0.6072
C -1.22 -3.20 0.67  -0.0586
N 0.00 -3.31 1.47  -0.6258
C 1.04 -2.40 1.41  0.7025
O 0.92 -1.36 0.78  -0.6475
C 2.27 -2.67 2.28  -0.4832
C 3.48 -1.76 1.96  -0.4981
C 4.12 -2.02 0.60  0.5647
O 3.72 -2.94 -0.11  -0.5496
C 5.32 -1.27 0.20  -0.3277
C 5.93 -0.27 0.93  -0.1962
C 7.11 0.26 0.26  -0.2692
C 7.34 -0.35 -0.95  -0.3672
S 6.15 -1.58 -1.32  0.4595
C -2.23 -2.24 1.26  -0.0646
C -3.36 -1.89 0.51  -0.1778
C -4.27 -0.99 1.06  -0.2402
C -4.03 -0.46 2.33  0.0302
N -2.96 -0.79 3.06  -0.4150
C -2.08 -1.66 2.54  0.0239
H -2.69 -4.62 -0.07  0.2234
H -1.07 -5.31 0.19  0.2166
H -2.12 -4.96 1.58  0.2092
H -0.96 -2.87 -0.34  0.2238
H 0.16 -4.17 1.98  0.3965
H 2.56 -3.71 2.17  0.2307
H 1.98 -2.52 3.33  0.2338
H 4.24 -1.91 2.73  0.2332
H 3.16 -0.71 2.00  0.2457
H 5.59 0.09 1.89  0.2305
H 7.73 1.05 0.67  0.2313
H 8.17 -0.10 -1.61  0.2440
H -3.52 -2.29 -0.48  0.2157
H -5.14 -0.68 0.50  0.2217
H -4.75 0.25 2.74  0.1979
H -1.22 -1.91 3.15  0.1946
C 2.54 0.77 -1.38  -0.4315
N 1.78 0.16 -2.47  -0.5977
C 0.51 0.43 -2.82  0.6773
O 0.05 -0.07 -3.85  -0.6519
C -0.37 1.35 -1.96  -0.1374
C -1.48 0.58 -1.24  -0.4251
C -2.33 1.46 -0.33  -0.0425
C -3.58 1.94 -0.77  -0.1898
C -4.35 2.78 0.06  -0.3076
C -3.87 3.14 1.33  0.3793
O -4.61 3.95 2.13  -0.6874
C -2.62 2.65 1.78  -0.3092
C -1.86 1.81 0.94  -0.1803
N -0.96 2.43 -2.76  -0.5980
C -0.50 3.68 -2.79  0.6815
C -1.28 4.65 -3.64  -0.7064
O 0.49 4.05 -2.17  -0.6481
H 3.54 0.35 -1.36  0.2117
H 2.60 1.85 -1.52  0.2122
H 2.05 0.56 -0.42  0.2151
H 2.25 -0.49 -3.07  0.4067
H 0.25 1.80 -1.18  0.2373
H -2.12 0.10 -1.98  0.2128
H -1.03 -0.20 -0.64  0.2449
H -3.95 1.66 -1.75  0.2081
H -5.31 3.15 -0.27  0.2212
H -4.14 4.17 2.94  0.4812
H -2.25 2.91 2.76  0.2095
H -0.90 1.43 1.28  0.2224
H -1.74 2.19 -3.34  0.4005
H -0.82 5.64 -3.55  0.2414
H -1.25 4.33 -4.68  0.2249
H -2.31 4.69 -3.29  0.2236



The structure with the greatest stability is #b.